Record 1
{
  "formula": "C53H65N8O6P",
  "method": "the ωB97M-V functional and the def2-TZVPD basis",
  "elements": ["C", "C", "O", "P", "O", "C", "C", "C", "C", "O", "C", "O", "O", "C", "C", "C", "C", "C", "N", "C", "C", "C", "C", "O", "C", "C", "H", "H", "H", "H", "H", "H", "H", "H", "H", "H", "H", "H", "H", "H", "H", "H", "H", "H", "H", "H", "H", "H", "H", "H", "H", "H", "H", "H", "H", "H", "N", "C", "C", "C", "C", "C", "H", "H", "H", "H", "H", "N", "C", "C", "C", "C", "C", "H", "H", "H", "H", "H", "N", "C", "C", "C", "C", "C", "H", "H", "H", "H", "H", "N", "C", "C", "C", "C", "C", "H", "H", "H", "H", "H", "N", "C", "C", "C", "C", "C", "H", "H", "H", "H", "H", "N", "C", "C", "C", "C", "C", "H", "H", "H", "H", "H", "N", "C", "C", "C", "C", "C", "H", "H", "H", "H", "H"],
  "xyz": [[4.45, -1.90, 2.14], [4.14, -3.45, 2.02], [2.73, -3.65, 1.74], [2.45, -4.19, 0.20], [3.51, -3.81, -0.78], [0.81, -3.43, -0.32], [0.97, -2.24, -1.33], [0.15, -0.94, -0.89], [0.95, 0.41, -1.00], [1.78, 0.64, -2.13], [3.12, 0.50, -1.67], [4.07, 0.50, -2.36], [3.11, 0.29, -0.28], [1.87, 0.88, 0.18], [1.33, 0.53, 1.59], [2.32, 0.85, 2.79], [1.66, 1.73, 3.95], [1.25, 0.87, 5.22], [-0.12, 0.35, 4.98], [-1.30, 0.87, 5.47], [-2.38, 0.02, 4.92], [-1.74, -1.02, 4.08], [-0.31, -0.77, 4.19], [2.23, -5.84, 0.09], [2.66, -6.56, 1.26], [3.22, -7.98, 0.79], [3.61, -1.36, 1.62], [5.40, -1.64, 1.61], [4.44, -1.57, 3.22], [4.83, -3.99, 1.34], [4.31, -3.87, 3.05], [0.15, -4.25, -0.73], [0.28, -3.11, 0.63], [2.03, -1.94, -1.53], [0.55, -2.57, -2.32], [-0.73, -0.84, -1.59], [-0.28, -1.11, 0.12], [0.11, 1.17, -0.98], [2.09, 1.99, 0.15], [0.37, 1.10, 1.75], [1.04, -0.55, 1.69], [3.28, 1.28, 2.41], [2.58, -0.13, 3.28], [2.47, 2.44, 4.27], [0.81, 2.36, 3.56], [1.22, 1.60, 6.08], [2.00, 0.06, 5.36], [-1.46, 1.74, 6.14], [-3.49, 0.09, 5.03], [-2.19, -1.83, 3.47], [0.49, -1.37, 3.69], [1.81, -6.77, 1.96], [3.49, -6.07, 1.83], [4.23, -8.12, 1.28], [2.57, -8.82, 1.15], [3.42, -8.01, -0.31], [-5.45, 1.14, 4.49], [-5.46, 2.37, 3.96], [-6.46, 2.84, 3.12], [-7.50, 1.98, 2.79], [-7.51, 0.70, 3.32], [-6.46, 0.33, 4.16], [-4.63, 3.00, 4.24], [-6.42, 3.84, 2.72], [-8.29, 2.31, 2.13], [-8.30, 0.00, 3.09], [-6.43, -0.66, 4.61], [-5.83, 6.75, 4.53], [-5.29, 5.75, 5.23], [-4.02, 5.80, 5.79], [-3.27, 6.95, 5.60], [-3.81, 8.00, 4.87], [-5.09, 7.85, 4.36], [-5.91, 4.87, 5.34], [-3.63, 4.96, 6.35], [-2.27, 7.03, 6.02], [-3.25, 8.91, 4.71], [-5.55, 8.64, 3.79], [-3.01, 1.99, -4.08], [-1.87, 1.29, -4.04], [-1.70, 0.05, -4.64], [-2.78, -0.50, -5.31], [-3.97, 0.21, -5.37], [-4.03, 1.44, -4.74], [-1.05, 1.76, -3.50], [-0.76, -0.47, -4.58], [-2.69, -1.47, -5.79], [-4.84, -0.19, -5.88], [-4.94, 2.03, -4.76], [3.94, -5.39, -4.41], [3.98, -5.17, -5.73], [4.64, -4.11, -6.31], [5.30, -3.21, -5.49], [5.27, -3.41, -4.12], [4.58, -4.51, -3.63], [3.45, -5.90, -6.33], [4.64, -3.99, -7.39], [5.83, -2.36, -5.91], [5.77, -2.73, -3.44], [4.53, -4.71, -2.57], [3.37, 2.68, -6.23], [2.40, 3.39, -6.81], [1.22, 3.74, -6.17], [1.03, 3.33, -4.86], [2.02, 2.58, -4.24], [3.17, 2.29, -4.97], [2.59, 3.69, -7.83], [0.46, 4.33, -6.69], [0.12, 3.58, -4.33], [1.91, 2.24, -3.23], [3.97, 1.71, -4.53], [1.55, 2.55, -12.56], [2.65, 2.96, -11.93], [3.01, 2.57, -10.65], [2.16, 1.70, -9.98], [1.01, 1.26, -10.60], [0.75, 1.71, -11.89], [3.28, 3.64, -12.50], [3.92, 2.93, -10.19], [2.40, 1.37, -8.97], [0.32, 0.58, -10.11], [-0.14, 1.39, -12.42], [-2.93, -0.13, 9.45], [-2.74, -0.77, 8.29], [-2.95, -2.13, 8.11], [-3.37, -2.88, 9.20], [-3.57, -2.24, 10.42], [-3.34, -0.88, 10.49], [-2.42, -0.16, 7.46], [-2.78, -2.59, 7.15], [-3.54, -3.94, 9.11], [-3.90, -2.79, 11.29], [-3.49, -0.33, 11.42]],
  "smiles": "CCOP(=O)(CCC[C@@H]1OC(=O)O[C@@H]1CCCCn1cccc1)OCC.c1ccncc1.c1ccncc1.c1ccncc1.c1ccncc1.c1ccncc1.c1ccncc1.c1ccncc1",
  "homo_lumo_gap_ev": 8.547,
  "e_tot_ev": -89507.9764
}



Record 2
{
  "formula": "C42H51AsN4O7PS6W",
  "method": "the ωB97M-V functional and the def2-TZVPD basis",
  "elements": ["W", "N", "C", "C", "O", "N", "C", "C", "O", "O", "H", "H", "H", "H", "H", "H", "C", "S", "C", "C", "S", "S", "C", "S", "S", "H", "H", "H", "N", "P", "C", "C", "C", "C", "C", "C", "C", "C", "C", "C", "C", "C", "C", "C", "C", "C", "C", "C", "H", "H", "H", "H", "H", "H", "H", "H", "H", "H", "H", "H", "H", "H", "H", "C", "C", "C", "C", "C", "C", "C", "S", "O", "O", "N", "C", "C", "C", "O", "O", "H", "H", "H", "H", "H", "H", "H", "H", "H", "H", "H", "H", "C", "C", "As", "C", "C", "C", "C", "H", "H", "H", "H", "H", "H", "H", "H", "H", "H", "H", "H", "H", "H", "H"],
  "xyz": [[0.26, -0.37, 0.58], [2.74, 0.94, 2.75], [2.05, 0.17, 3.79], [0.54, 0.14, 3.74], [-0.05, 0.33, 4.81], [-0.13, -0.16, 2.60], [-1.55, -0.41, 2.88], [-2.37, -0.63, 1.62], [-3.49, -1.08, 1.68], [-1.78, -0.22, 0.52], [3.69, 1.13, 3.05], [2.29, 1.84, 2.63], [2.28, 0.52, 4.80], [2.35, -0.88, 3.72], [-2.01, 0.42, 3.41], [-1.66, -1.28, 3.53], [-1.00, 2.19, -2.68], [-1.96, 1.04, -3.67], [-0.68, -0.05, -4.17], [0.02, -0.94, -3.43], [-0.17, -1.49, -1.79], [1.15, -1.89, -4.40], [0.84, -1.24, -5.96], [1.57, -1.75, -7.35], [-0.33, 0.02, -5.88], [-1.66, 3.01, -2.43], [-0.15, 2.56, -3.25], [-0.65, 1.69, -1.77], [0.47, 1.52, 0.25], [0.03, 2.99, 0.53], [-1.69, 3.43, 0.95], [-2.76, 2.56, 0.73], [-4.05, 2.93, 1.10], [-4.28, 4.17, 1.67], [-3.22, 5.05, 1.88], [-1.93, 4.68, 1.53], [0.91, 3.64, 1.98], [2.04, 4.44, 1.90], [2.72, 4.82, 3.05], [2.26, 4.39, 4.29], [1.13, 3.59, 4.38], [0.45, 3.23, 3.23], [0.45, 4.07, -0.87], [1.70, 3.89, -1.45], [2.08, 4.63, -2.56], [1.19, 5.56, -3.10], [-0.06, 5.74, -2.53], [-0.43, 4.99, -1.42], [-2.59, 1.60, 0.28], [-4.86, 2.24, 0.96], [-5.28, 4.46, 1.97], [-3.39, 6.03, 2.32], [-1.11, 5.36, 1.71], [2.40, 4.78, 0.93], [3.60, 5.44, 2.98], [2.80, 4.67, 5.19], [0.78, 3.23, 5.34], [-0.42, 2.59, 3.31], [2.37, 3.14, -1.05], [3.05, 4.47, -3.01], [1.48, 6.13, -3.98], [-0.75, 6.45, -2.96], [-1.42, 5.12, -1.00], [-3.44, -2.57, -4.56], [-3.68, -3.28, -3.26], [-3.78, -2.58, -2.06], [-3.94, -3.24, -0.85], [-3.98, -4.63, -0.85], [-3.90, -5.36, -2.03], [-3.75, -4.68, -3.23], [-3.97, -5.51, 0.68], [-4.57, -6.80, 0.48], [-4.44, -4.61, 1.69], [-2.38, -5.81, 0.97], [-1.42, -4.71, 0.79], [-0.74, -4.31, 2.09], [0.17, -3.12, 1.88], [1.17, -2.96, 2.55], [-0.22, -2.32, 0.91], [-3.70, -1.51, -4.48], [-4.02, -3.01, -5.37], [-2.38, -2.63, -4.84], [-3.70, -1.50, -2.06], [-4.00, -2.69, 0.08], [-3.95, -6.44, -2.01], [-3.68, -5.23, -4.16], [-2.13, -6.68, 0.52], [-1.93, -3.83, 0.40], [-0.69, -4.99, 0.03], [-0.16, -5.12, 2.52], [-1.51, -4.01, 2.81], [4.63, -1.79, 2.25], [4.41, -1.04, 0.95], [2.65, -1.24, 0.11], [3.26, -0.67, -1.67], [2.95, 0.77, -2.05], [2.68, -3.17, -0.20], [3.88, -3.70, -0.97], [5.70, -1.84, 2.49], [4.25, -2.81, 2.21], [4.14, -1.31, 3.09], [5.09, -1.42, 0.18], [4.59, 0.02, 1.05], [2.79, -1.35, -2.37], [4.34, -0.84, -1.71], [1.89, 1.00, -1.93], [3.23, 0.97, -3.09], [3.51, 1.47, -1.42], [1.75, -3.38, -0.74], [2.60, -3.64, 0.78], [3.98, -3.25, -1.95], [3.78, -4.78, -1.12], [4.82, -3.54, -0.42]],
  "charge": -1,
  "de_lowest_ev": 1.227,
  "homo_lumo_gap_ev": [6.461, 6.416],
  "e_tot_ev": -201644.8454
}